Entry 1:
{
  "formula": "C4H7NO",
  "method": "ωB97M-V/def2-TZVPD",
  "smiles": "C[C@@H]1O[C@]12CN2",
  "e_above_lowest_kcal_mol": 75.0,
  "e_lumo_ev": 1.098,
  "symbols": ["C", "C", "O", "C", "C", "N", "H", "H", "H", "H", "H", "H", "H"],
  "coordinates": [[-1.41, -0.57, -1.08], [-0.45, -0.92, 0.02], [-0.80, -0.15, 1.27], [0.40, 0.06, 0.62], [1.25, 1.15, 0.22], [1.71, 0.07, 1.16], [-2.34, -1.12, -0.89], [-1.63, 0.50, -1.02], [-1.05, -0.82, -2.08], [-0.12, -1.96, 0.09], [1.07, 2.16, 0.58], [1.71, 1.06, -0.77], [1.65, 0.42, 2.12]]
}


Entry 2:
{
  "formula": "C4H7NO",
  "method": "ωB97M-V/def2-TZVPD",
  "smiles": "CC(=O)N1CC1",
  "e_above_lowest_kcal_mol": 35.2,
  "e_lumo_ev": 1.016,
  "symbols": ["C", "C", "O", "N", "C", "C", "H", "H", "H", "H", "H", "H", "H"],
  "coordinates": [[-0.85, -0.83, -1.55], [-0.76, -0.62, -0.05], [-1.71, -0.77, 0.68], [0.53, -0.33, 0.42], [1.08, 1.02, 0.31], [0.67, 0.45, 1.63], [-0.96, -1.90, -1.74], [-1.75, -0.34, -1.93], [0.03, -0.47, -2.08], [0.44, 1.79, -0.12], [2.13, 1.07, 0.04], [-0.25, 0.82, 2.07], [1.42, 0.10, 2.33]]
}


Entry 3:
{
  "formula": "C4H7NO",
  "method": "ωB97M-V/def2-TZVPD",
  "e_above_lowest_kcal_mol": 95.9,
  "e_lumo_ev": [-0.206, -0.020],
  "symbols": ["C", "C", "C", "O", "C", "N", "H", "H", "H", "H", "H", "H", "H"],
  "coordinates": [[-0.85, 0.18, -1.59], [-0.18, 0.87, -0.40], [0.68, -0.15, 0.25], [0.69, -0.24, 2.58], [0.29, -0.85, 1.41], [-0.34, -1.86, 1.08], [-1.56, 0.85, -2.07], [-0.10, -0.15, -2.31], [-1.37, -0.71, -1.21], [-0.92, 1.26, 0.31], [0.43, 1.72, -0.74], [1.69, -0.30, -0.13], [1.55, -0.63, 2.82]]
}


Entry 4:
{
  "formula": "C4H7NO",
  "method": "ωB97M-V/def2-TZVPD",
  "smiles": "C1=NCCCO1",
  "e_above_lowest_kcal_mol": 27.1,
  "e_lumo_ev": 0.968,
  "symbols": ["C", "N", "C", "C", "C", "O", "H", "H", "H", "H", "H", "H", "H"],
  "coordinates": [[-0.10, -1.71, 0.08], [-0.10, -1.23, -1.09], [-0.17, 0.22, -1.27], [-0.23, 1.05, 0.02], [0.42, 0.29, 1.17], [-0.07, -1.05, 1.26], [-0.13, -2.78, 0.24], [-1.06, 0.41, -1.87], [0.68, 0.51, -1.89], [-1.26, 1.29, 0.28], [0.30, 2.00, -0.11], [1.51, 0.24, 1.04], [0.21, 0.75, 2.14]]
}


Entry 5:
{
  "formula": "C4H7NO",
  "method": "ωB97M-V/def2-TZVPD",
  "smiles": "C1OC[C@H]2N[C@@H]12",
  "e_above_lowest_kcal_mol": 49.5,
  "e_lumo_ev": 1.067,
  "symbols": ["C", "O", "C", "C", "N", "C", "H", "H", "H", "H", "H", "H", "H"],
  "coordinates": [[-1.14, -0.69, 0.07], [0.04, -1.41, -0.26], [1.15, -0.67, 0.21], [0.73, 0.79, 0.16], [-0.03, 1.29, -1.06], [-0.74, 0.78, 0.08], [-1.51, -0.97, 1.06], [-1.89, -0.94, -0.68], [1.32, -0.78, 1.30], [2.03, -0.97, -0.36], [1.35, 1.52, 0.66], [0.06, 0.59, -1.79], [-1.37, 1.49, 0.60]]
}


Entry 6:
{
  "formula": "C4H7NO",
  "method": "ωB97M-V/def2-TZVPD",
  "smiles": "CC/C=N/C=O",
  "e_above_lowest_kcal_mol": 30.3,
  "e_lumo_ev": 0.246,
  "symbols": ["C", "C", "C", "N", "C", "O", "H", "H", "H", "H", "H", "H", "H"],
  "coordinates": [[-1.26, 0.55, 1.25], [-1.23, -0.04, -0.17], [0.18, -0.02, -0.65], [0.97, -0.99, -0.42], [2.32, -0.75, -0.78], [3.21, -1.50, -0.51], [-0.43, 0.14, 1.83], [-2.19, 0.28, 1.76], [-1.17, 1.64, 1.23], [-1.88, 0.53, -0.84], [-1.58, -1.08, -0.16], [0.55, 0.92, -1.10], [2.49, 0.20, -1.33]]
}


Entry 7:
{
  "formula": "C4H7NO",
  "method": "ωB97M-V/def2-TZVPD",
  "smiles": "O=C1CCCN1",
  "e_above_lowest_kcal_mol": 1.1,
  "e_lumo_ev": 0.943,
  "symbols": ["O", "C", "C", "C", "C", "N", "H", "H", "H", "H", "H", "H", "H"],
  "coordinates": [[-2.00, 0.82, 1.42], [-1.09, 0.35, 0.76], [-0.79, 0.60, -0.72], [0.70, 0.30, -0.82], [0.87, -0.83, 0.20], [-0.11, -0.49, 1.22], [-1.35, -0.13, -1.33], [-1.09, 1.60, -1.00], [1.05, 0.00, -1.81], [1.29, 1.16, -0.50], [0.64, -1.81, -0.24], [1.90, -0.81, 0.57], [-0.04, -0.70, 2.20]]
}


Entry 8:
{
  "formula": "C4H7NO",
  "method": "ωB97M-V/def2-TZVPD",
  "smiles": "C=C=N.CC=O",
  "e_above_lowest_kcal_mol": 80.9,
  "e_lumo_ev": 0.888,
  "symbols": ["C", "C", "N", "H", "H", "H", "C", "C", "O", "H", "H", "H", "H"],
  "coordinates": [[1.30, -1.42, -0.08], [1.98, -0.30, -0.08], [2.66, 0.69, 0.01], [0.46, -1.71, -0.60], [1.71, -2.18, 0.51], [2.50, 1.46, 0.63], [-1.90, 0.07, 0.26], [-0.98, 1.07, -0.49], [0.09, 1.17, 0.02], [-2.86, 0.20, -0.17], [-1.91, 0.27, 1.38], [-1.56, -0.89, 0.00], [-1.49, 1.57, -1.40]]
}


Entry 9:
{
  "formula": "C4H7NO",
  "method": "ωB97M-V/def2-TZVPD",
  "smiles": "C=NC/C=C/O",
  "e_above_lowest_kcal_mol": 55.6,
  "e_lumo_ev": 0.863,
  "symbols": ["C", "N", "C", "C", "C", "O", "H", "H", "H", "H", "H", "H", "H"],
  "coordinates": [[0.83, -1.49, -0.88], [0.19, -0.61, -1.53], [-1.02, -0.14, -0.86], [-0.66, 0.77, 0.29], [0.59, 0.96, 0.74], [0.92, 1.52, 1.93], [0.48, -1.91, 0.07], [1.81, -1.82, -1.24], [-1.60, -0.98, -0.45], [-1.66, 0.36, -1.59], [-1.49, 1.21, 0.84], [1.47, 0.67, 0.18], [0.15, 1.46, 2.50]]
}


Entry 10:
{
  "formula": "C4H7NO",
  "method": "ωB97M-V/def2-TZVPD",
  "smiles": "CN1C[C@H]1C=O",
  "e_above_lowest_kcal_mol": 82.2,
  "e_lumo_ev": 0.834,
  "symbols": ["C", "N", "C", "C", "C", "O", "H", "H", "H", "H", "H", "H", "H"],
  "coordinates": [[-0.13, 1.18, 0.59], [0.77, 0.67, -0.46], [1.34, -0.62, -0.09], [0.13, -0.57, -0.93], [-1.22, -0.65, -0.25], [-1.50, -1.31, 0.74], [-0.78, 0.39, 1.04], [0.40, 1.48, 1.48], [-0.72, 2.00, 0.16], [1.23, -0.94, 0.95], [2.29, -0.87, -0.55], [0.15, -0.81, -1.99], [-1.95, 0.05, -0.71]]
}


Question: Which formula does entry 7 have?
Answer: C4H7NO